A cluster of 9 separate species, C12H38O11 in total, computed with ωB97M-V with the def2-TZVPD basis set.

The gap between HOMO and LUMO comes out at 10.29 eV. The SMILES is C[C@H]1COC(=O)O1.CO.CO.CO.CO.CO.CO.CO.CO. The total energy comes out at -1307.4844 a.u. The value obtained for the energy relative to the best compared isomer or geometry (same formula, charge and spin) is 31.6 kcal per mole.

Each line ends with the Mulliken charge.
Cartesian coordinates (Å):
C -0.408 0.999 3.913  -0.65
O 0.577 1.664 3.089  -0.42
H -1.407 1.165 3.511  0.27
H -0.141 -0.055 3.879  0.20
H -0.429 1.483 4.888  0.37
H 1.339 1.963 3.587  0.26
C -4.918 -1.390 2.325  -0.22
O -4.799 -1.403 3.740  -0.52
H -5.488 -0.536 1.954  0.25
H -3.914 -1.288 1.909  -0.11
H -5.371 -2.306 1.947  0.32
H -5.284 -2.150 4.095  0.31
C -0.416 -2.930 1.917  -0.32
O -0.442 -4.294 1.470  -0.54
H 0.388 -2.695 2.611  0.32
H -0.449 -2.192 1.113  -0.08
H -1.393 -2.811 2.407  0.31
H 0.230 -4.764 1.970  0.32
C 0.140 -1.336 -3.442  -0.28
O 1.284 -1.406 -4.285  -0.57
H 0.371 -1.948 -2.562  0.18
H 0.014 -0.303 -3.126  0.10
H -0.735 -1.762 -3.936  0.27
H 1.624 -2.291 -4.412  0.30
C -1.898 0.310 -0.382  -0.07
O -0.716 0.857 0.163  -0.20
H -2.230 -0.457 0.339  -0.19
H -2.742 0.993 -0.517  0.26
H -1.662 -0.274 -1.274  0.01
H -0.685 0.778 1.116  0.11
C -4.118 -1.796 -4.226  -0.64
O -3.358 -1.024 -3.311  -0.41
H -3.481 -2.464 -4.821  0.26
H -4.871 -2.367 -3.695  0.22
H -4.593 -1.224 -5.033  0.29
H -2.749 -0.536 -3.876  0.27
C 1.748 3.020 -1.640  -0.52
O 3.153 3.036 -1.807  -0.51
H 1.363 2.359 -0.857  0.18
H 1.358 4.028 -1.477  0.33
H 1.340 2.643 -2.581  0.23
H 3.578 3.521 -1.095  0.30
C 1.149 5.053 1.909  -0.65
O 0.347 4.111 1.204  -0.42
H 1.944 4.578 2.491  0.25
H 1.389 5.830 1.185  0.26
H 0.554 5.546 2.698  0.28
H 0.325 3.296 1.722  0.29
C 3.528 -0.091 -1.852  -1.41
C 3.418 -0.069 -0.343  0.76
C 2.378 -1.039 0.237  0.59
O 3.186 -1.947 0.998  -0.38
C 4.504 -1.667 0.885  0.55
O 5.404 -2.303 1.319  -0.56
O 4.666 -0.509 0.224  -0.44
H 2.680 0.335 -2.394  0.19
H 3.338 -1.119 -2.190  0.45
H 4.492 0.309 -2.141  0.35
H 3.329 0.937 0.069  0.22
H 1.828 -1.529 -0.562  -0.15
H 1.729 -0.539 0.952  -0.17